2 unconnected molecules or ions with the total composition C3H7N3O in a non-equilibrium geometry. Source: the Open Molecules 2025 dataset; level of theory: ωB97M-V/def2-TZVPD.

XYZ file:
```
14
Properties=species:S:1:pos:R:3:forces:R:3:nbo_charge:R:1
C 0.72828 -0.51867 -1.23613 0.1 -0.4 0.4 -0.41
N 0.21151 -0.82008 0.09823 -0.5 -1.3 0.1 -0.67
C -0.36807 0.97909 1.02062 -3.8 2.4 2.5 0.45
N 0.36606 2.03386 0.53238 0.7 -1.6 -0.5 -0.88
C -1.17350 -1.33246 0.29546 1.7 -1.1 -0.9 0.59
N -1.38896 0.72055 1.58364 2.4 0.4 -0.9 -0.50
O -1.37106 -2.35446 0.90383 0.1 1.4 -0.4 -0.53
H 0.82912 -1.47223 0.58084 -0.2 0.2 0.1 0.39
H 0.03617 2.96034 0.78403 0.3 -0.6 0.0 0.42
H 1.34745 1.85779 0.33821 -0.4 0.5 0.2 0.40
H -1.89811 -0.74597 -0.27874 -0.1 -0.2 0.2 0.14
H 1.63470 0.06861 -1.07973 -0.1 0.2 -0.3 0.19
H -0.01190 0.05029 -1.79757 0.2 -0.1 -0.1 0.21
H 1.05831 -1.42666 -1.74508 -0.3 0.0 -0.4 0.19
```
Forces are in eV/Å.

Output
- HOMO energy: -8.81 eV
- Molar mass: 101.109 g mol⁻¹
- SMILES: CNC=O.N#CN
- Energy above the lowest of the compared OMol25 structures with the same formula, charge and spin: 71.1 kcal/mol



A molecular structure, C33H40BrCl5N7O2Pt in a non-equilibrium geometry. Source: the Open Molecules 2025 dataset; level of theory: ωB97M-V/def2-TZVPD.

XYZ file:
```
89
Properties=species:S:1:pos:R:3:forces:R:3:lowdin_charge:R:1
Pt 0.43226 0.66161 0.53713 -4.3 0.9 0.7 1.03
Cl 8.05544 0.56670 0.81847 0.0 0.0 0.0 0.99
C 6.48596 0.59049 0.33773 -0.2 0.0 0.0 -0.59
C 5.44612 0.48127 1.34840 0.2 0.0 -0.1 -0.69
Cl 5.88346 0.32609 2.97732 0.1 0.0 0.0 0.83
C 4.14754 0.50664 0.96734 -0.2 -0.1 0.3 -0.55
Cl 2.90125 0.36924 2.09654 0.6 0.0 -0.1 0.89
C 3.77051 0.67767 -0.47426 0.5 0.0 0.0 -0.36
O 2.63645 0.77017 -0.84644 0.0 -0.3 -0.2 0.02
C 4.89371 0.75843 -1.46773 0.1 0.0 -0.1 -0.57
Cl 4.47784 0.90069 -3.07846 -0.1 0.0 0.1 0.93
C 6.18983 0.71459 -1.06480 0.3 0.0 0.0 -0.70
Cl 7.45804 0.81250 -2.18517 0.1 0.0 0.0 0.83
C 2.00600 3.60045 0.57565 0.1 0.1 0.3 -0.05
N 0.82277 4.08058 1.24332 0.1 -0.1 -0.1 -0.08
C 0.52989 5.50953 1.19637 0.0 0.0 0.0 -0.08
C -0.57094 5.66040 2.23649 0.1 0.1 0.1 -0.09
N -0.90312 4.27660 2.59974 0.0 -0.2 0.0 -0.05
C -1.84330 4.11622 3.71286 0.0 -0.1 -0.1 -0.01
C -0.05014 3.39373 2.01918 0.0 0.2 0.0 -0.34
N -0.03055 2.06550 2.12491 0.5 -0.6 -0.7 -0.03
C -1.03292 1.34372 2.89940 -0.2 0.3 0.1 -0.23
C -0.59625 -0.06557 3.17528 0.1 -0.1 0.1 -0.22
N -0.21488 -0.74437 1.94572 1.1 -0.4 -0.3 -0.07
C -0.15584 -2.07091 1.87847 -0.1 0.2 0.2 -0.32
N 0.41399 -2.73467 0.83434 -0.1 -0.1 0.0 -0.09
C 1.34949 -2.18798 -0.09464 0.2 0.0 0.0 -0.05
C 0.46784 -4.17954 1.06495 -0.1 0.1 0.0 -0.08
C -0.35660 -4.35375 2.33477 -0.1 0.1 0.0 -0.09
N -0.66491 -2.97427 2.74231 0.1 -0.1 0.2 -0.05
C -1.52743 -2.81467 3.91322 0.0 0.0 -0.1 -0.01
H 2.11004 4.11422 -0.38161 0.0 0.0 0.0 0.11
H 1.93746 2.53372 0.40087 0.0 0.1 0.0 -0.01
H 2.90116 3.80312 1.17608 0.0 0.1 0.0 0.11
H 0.20039 5.79192 0.19405 0.0 0.0 0.0 0.13
H 1.41597 6.09509 1.43819 0.0 0.0 0.0 0.14
H -1.45302 6.16358 1.84485 0.0 0.0 0.0 0.13
H -0.23579 6.21349 3.11552 0.0 -0.1 0.0 0.14
H -2.27403 5.09333 3.91259 0.0 0.0 -0.1 0.10
H -1.34784 3.78650 4.62534 0.1 0.0 0.0 0.10
H -2.65963 3.44403 3.46920 0.0 0.0 0.0 0.09
H -1.99630 1.33493 2.37569 0.0 -0.1 0.0 0.13
H -1.18892 1.78733 3.87397 0.0 0.2 0.1 0.11
H -1.44444 -0.53655 3.65582 0.0 -0.1 0.1 0.10
H 0.24570 -0.06162 3.87660 0.0 0.0 0.0 0.13
H 1.04378 -1.18024 -0.37744 0.1 0.0 -0.4 0.01
H 1.35822 -2.80064 -0.99638 0.0 0.0 0.0 0.12
H 2.36506 -2.15177 0.31827 0.0 0.0 0.0 0.09
H 1.50180 -4.50383 1.19835 0.0 0.0 0.0 0.13
H 0.05032 -4.71204 0.21064 0.0 0.0 0.0 0.13
H 0.19517 -4.85764 3.12680 0.0 0.0 0.0 0.14
H -1.27961 -4.90677 2.16072 0.0 0.0 0.0 0.13
H -1.73555 -3.80924 4.29817 0.0 0.0 0.0 0.10
H -2.48233 -2.35602 3.65846 0.0 0.0 0.0 0.10
H -1.04410 -2.25829 4.71151 0.0 0.0 0.0 0.10
Br -3.52099 4.53940 -0.65674 0.0 0.0 0.0 0.85
C -1.96163 3.70225 -1.27657 0.0 0.0 0.0 -0.65
C -1.34391 4.09125 -2.45475 0.0 0.0 -0.1 -0.05
C -0.17928 3.44013 -2.83145 0.0 0.0 -0.1 -0.01
C 0.33782 2.44776 -2.02159 -0.2 0.1 0.0 -0.12
N -0.27054 2.08589 -0.88378 1.2 0.1 0.2 -0.08
C -1.40895 2.68463 -0.52434 -0.1 -0.1 -0.1 -0.18
H -1.77434 4.87222 -3.06928 0.0 0.0 0.0 0.13
H 0.32950 3.70589 -3.74876 0.0 0.0 0.0 0.13
H 1.24761 1.92881 -2.27917 0.0 0.0 0.0 0.10
H -1.90269 2.33284 0.37020 0.1 0.0 0.0 0.10
C -2.43046 -5.01138 -5.52664 0.1 0.0 0.0 -0.02
C -2.20556 -4.14703 -4.32382 0.0 0.0 0.0 -0.22
C -2.73436 -4.48053 -3.08080 0.0 -0.2 0.0 0.01
C -2.58944 -3.65815 -1.98052 0.1 0.0 0.2 -0.19
C -3.18232 -4.11225 -0.66328 0.0 0.1 -0.1 -0.03
C -1.88140 -2.43981 -2.12159 0.1 0.0 -0.1 -0.11
C -1.81892 -1.56234 -0.98075 0.0 0.0 0.2 -0.18
O -1.25304 -0.46619 -0.91214 0.2 -0.2 -0.3 -0.09
C -1.27937 -2.11562 -3.36701 0.1 0.1 0.1 -0.18
C -0.45915 -0.86943 -3.58720 -0.1 0.0 0.1 -0.03
C -1.45323 -2.97592 -4.42937 0.0 0.0 -0.2 0.01
H -3.04119 -5.88162 -5.29860 0.0 0.0 0.0 0.09
H -1.47901 -5.35036 -5.94126 0.0 0.0 0.0 0.10
H -2.92179 -4.43633 -6.31347 0.0 0.0 0.0 0.10
H -3.26810 -5.41817 -2.97056 0.0 0.1 0.0 0.13
H -3.47475 -5.15783 -0.72959 0.0 0.0 0.0 0.09
H -4.07918 -3.54108 -0.41295 0.0 0.0 0.0 0.10
H -2.47668 -4.00941 0.16355 0.0 0.0 0.0 0.05
H -2.36442 -1.91455 -0.09282 0.0 0.0 0.0 0.12
H 0.25349 -0.70648 -2.77718 0.0 0.0 0.0 0.05
H -1.10397 0.01325 -3.61823 0.0 0.0 0.0 0.09
H 0.07993 -0.93952 -4.53113 -0.1 0.0 0.0 0.09
H -0.99469 -2.73401 -5.38304 -0.1 0.0 0.0 0.13
```
Forces are in eV/Å.

Output
- HOMO energy: -15.18 eV
- Molar mass: 1018.977 g mol⁻¹
- Energy above the lowest of the compared OMol25 structures with the same formula, charge and spin: 71.3 kcal/mol
- Net charge: +3



A molecular structure, C3H6N2O in a non-equilibrium geometry. Source: the Open Molecules 2025 dataset; level of theory: ωB97M-V/def2-TZVPD.

XYZ file:
```
12
Properties=species:S:1:pos:R:3:forces:R:3:nbo_charge:R:1
N 0.52935 1.48878 0.77655 -0.1 -0.2 -0.3 -0.82
C -0.30744 0.62090 0.05910 -0.7 -0.1 0.3 -0.09
C -0.08955 -0.38495 -1.66294 -0.9 1.4 0.8 -0.15
O -0.42543 -1.43121 -0.81700 0.4 -0.2 0.2 -0.48
C -0.20506 -0.81844 0.37968 -0.1 0.0 0.5 0.49
N 0.20523 -1.33754 1.45593 -0.2 -0.1 -0.2 -0.73
H 0.06948 2.25321 1.25966 0.1 -0.2 -0.4 0.39
H 1.19503 1.03035 1.39580 -0.3 -0.1 -0.4 0.40
H -1.26901 1.03535 -0.18613 -0.4 -0.1 0.3 0.23
H -0.71963 -0.36962 -2.55316 0.3 0.6 0.3 0.19
H 0.73090 0.25936 -1.44885 1.8 -1.0 -1.3 0.21
H 0.28612 -2.34619 1.34136 0.2 0.0 0.1 0.36
```
Forces are in eV/Å.

Output
- HOMO energy: -7.77 eV
- Molar mass: 86.094 g mol⁻¹
- Energy above the lowest of the compared OMol25 structures with the same formula, charge and spin: 96.8 kcal/mol



2 unconnected molecules or ions with the total composition CH5N2O in a non-equilibrium geometry. Source: the Open Molecules 2025 dataset; level of theory: ωB97M-V/def2-TZVPD.

XYZ file:
```
9
Properties=species:S:1:pos:R:3:forces:R:3:nbo_charge:R:1
C -0.54625 -1.22210 0.73551 0.6 -0.7 -4.5 0.04
N -0.50971 -0.04348 0.35089 1.5 2.5 -0.4 -0.53
N 0.73764 1.67786 -0.85993 -0.2 -2.0 -2.1 0.12
O 1.62148 1.05136 -1.57733 -0.5 1.7 2.8 -0.31
H -1.09839 -1.51528 1.52932 -1.3 -1.1 2.9 0.20
H -0.83448 0.66866 0.96420 -0.7 0.5 0.8 0.36
H 1.16941 2.16422 -0.04331 0.8 -0.7 -0.4 0.38
H -0.27634 -1.91767 -0.08768 0.4 -0.3 1.2 0.20
H 1.18105 0.55237 -2.28622 -0.6 0.2 -0.4 0.53
```
Forces are in eV/Å.

Output
- HOMO energy (spin up / spin down): -15.29 / -15.70 eV
- Molar mass: 61.064 g mol⁻¹
- Energy above the lowest of the compared OMol25 structures with the same formula, charge and spin: 139.7 kcal/mol
- Net charge: +1



Q: Which of these has the lowest molar mass?
A: CH5N2O